{
  "formula": "C28H31ClN6O6PdSTe",
  "method": "ωB97M-V/def2-TZVPD",
  "spin_multiplicity": 5,
  "s2": 6.0216,
  "max_force_ev_per_a": 2.7,
  "gap_ha": [0.305, 0.210],
  "charge": 2,
  "energy_ha": -3119.0125,
  "homo_ev": [-14.06, -14.05],
  "symbols": ["Pd", "S", "N", "C", "C", "C", "C", "C", "N", "C", "C", "N", "C", "C", "C", "C", "C", "N", "H", "H", "H", "H", "H", "H", "O", "C", "C", "C", "C", "C", "C", "N", "H", "H", "H", "H", "H", "H", "H", "H", "H", "H", "H", "Te", "C", "C", "C", "C", "C", "C", "H", "H", "H", "H", "H", "C", "N", "C", "C", "C", "O", "H", "H", "H", "H", "H", "H", "H", "H", "H", "O", "Cl", "O", "O", "O"],
  "positions_angstrom": [[0.49, -0.29, 0.74], [-2.45, -7.35, -0.16], [-3.15, -5.90, -0.18], [-2.21, -4.96, -0.13], [-2.41, -3.55, -0.05], [-3.67, -2.95, 0.03], [-3.76, -1.58, 0.20], [-2.58, -0.84, 0.28], [-1.39, -1.39, 0.16], [-1.27, -2.72, 0.01], [0.06, -3.29, 0.00], [1.11, -2.45, 0.09], [2.34, -2.92, 0.12], [2.62, -4.29, 0.05], [1.57, -5.18, -0.02], [0.26, -4.68, -0.04], [-0.90, -5.52, -0.09], [-0.93, -6.85, -0.11], [-4.55, -3.58, -0.01], [-4.71, -1.09, 0.29], [-2.60, 0.23, 0.47], [3.14, -2.20, 0.19], [3.64, -4.62, 0.05], [1.72, -6.25, -0.05], [-0.63, 1.34, -0.70], [-1.18, 2.15, -1.49], [-0.68, 2.22, -2.91], [-1.66, 2.71, -3.97], [-1.75, 4.23, -4.00], [-1.91, 4.85, -2.60], [-2.85, 4.02, -1.72], [-2.15, 2.93, -1.04], [-0.35, 1.20, -3.14], [0.22, 2.84, -2.92], [-2.64, 2.26, -3.79], [-1.32, 2.36, -4.94], [-2.60, 4.52, -4.62], [-0.84, 4.63, -4.45], [-2.32, 5.85, -2.71], [-0.95, 4.94, -2.10], [-3.67, 3.62, -2.32], [-3.28, 4.65, -0.94], [-2.40, 2.79, -0.07], [1.98, 0.63, -1.29], [3.94, 0.45, -0.55], [4.18, -0.02, 0.74], [5.48, -0.24, 1.16], [6.55, 0.00, 0.30], [6.31, 0.49, -0.98], [5.02, 0.73, -1.40], [3.35, -0.20, 1.42], [5.66, -0.61, 2.16], [7.56, -0.18, 0.62], [7.13, 0.69, -1.65], [4.83, 1.13, -2.39], [1.76, 5.13, 2.56], [1.70, 4.03, 1.62], [1.78, 4.39, 0.22], [1.67, 2.76, 2.02], [1.68, 2.48, 3.49], [1.63, 1.82, 1.19], [1.46, 6.05, 2.05], [2.77, 5.26, 2.95], [1.08, 4.96, 3.40], [2.70, 4.95, 0.03], [0.93, 5.03, -0.04], [1.78, 3.50, -0.40], [2.50, 2.99, 3.99], [1.79, 1.40, 3.65], [0.74, 2.79, 3.93], [1.45, -0.80, 2.68], [0.10, -0.92, 3.21], [-0.62, 0.25, 2.75], [0.14, -0.97, 4.59], [-0.48, -2.06, 2.61]]
}

---

{
  "formula": "C28H31N3O6S",
  "method": "ωB97M-V/def2-TZVPD",
  "spin_multiplicity": 1,
  "max_force_ev_per_a": 0.7,
  "gap_ha": 0.313,
  "charge": 0,
  "energy_ha": -2099.5105,
  "homo_ev": -7.94,
  "smiles": "COc1ccc(N(C(=O)CNC(=O)c2cccs2)[C@H](C(=O)NC[C@@H]2CCCO2)c2ccccc2)c(OC)c1",
  "symbols": ["C", "H", "O", "C", "C", "C", "C", "C", "C", "H", "H", "N", "C", "O", "C", "N", "C", "O", "C", "C", "C", "C", "S", "H", "H", "H", "H", "H", "H", "C", "C", "C", "C", "C", "C", "C", "H", "H", "H", "H", "H", "H", "C", "O", "N", "H", "C", "H", "H", "C", "H", "C", "H", "H", "C", "H", "H", "C", "H", "O", "H", "O", "C", "H", "H", "H", "H", "H", "H"],
  "positions_angstrom": [[0.70, -3.96, 2.49], [1.65, -3.49, 2.73], [0.41, -3.86, 1.12], [0.30, -2.62, 0.57], [0.04, -2.60, -0.80], [-0.09, -1.41, -1.49], [0.06, -0.20, -0.78], [0.31, -0.23, 0.58], [0.42, -1.43, 1.26], [0.62, -1.41, 2.32], [0.42, 0.70, 1.11], [-0.11, 1.04, -1.46], [0.67, 1.50, -2.46], [0.36, 2.47, -3.12], [1.97, 0.76, -2.75], [2.63, 0.22, -1.59], [2.91, -1.11, -1.49], [2.75, -1.89, -2.41], [3.43, -1.55, -0.19], [3.69, -0.87, 0.97], [4.13, -1.72, 2.00], [4.19, -3.02, 1.61], [3.72, -3.24, -0.02], [4.50, -3.87, 2.19], [4.38, -1.38, 2.99], [3.57, 0.19, 1.10], [2.73, 0.82, -0.80], [2.62, 1.47, -3.27], [1.76, -0.08, -3.42], [-1.33, 1.78, -1.15], [-2.47, 0.82, -0.96], [-2.87, 0.40, 0.30], [-3.87, -0.55, 0.43], [-4.47, -1.10, -0.69], [-4.06, -0.68, -1.95], [-3.07, 0.27, -2.08], [-2.75, 0.59, -3.06], [-4.52, -1.11, -2.83], [-5.24, -1.84, -0.59], [-4.18, -0.87, 1.42], [-2.41, 0.81, 1.19], [-1.50, 2.42, -2.03], [-1.08, 2.74, 0.03], [0.00, 2.88, 0.56], [-2.17, 3.47, 0.35], [-3.06, 3.20, -0.05], [-2.19, 4.31, 1.51], [-1.15, 4.60, 1.71], [-2.78, 5.21, 1.31], [-2.76, 3.57, 2.74], [-3.83, 3.37, 2.58], [-2.49, 4.35, 4.04], [-3.23, 4.08, 4.79], [-2.52, 5.43, 3.88], [-1.10, 3.85, 4.45], [-0.33, 4.56, 4.18], [-1.04, 3.66, 5.52], [-0.93, 2.54, 3.64], [-0.77, 1.67, 4.27], [-2.14, 2.33, 2.94], [-0.10, 2.62, 2.93], [-0.36, -1.30, -2.81], [-0.28, -2.46, -3.60], [-0.44, -2.12, -4.63], [-1.06, -3.18, -3.34], [0.70, -2.92, -3.51], [-0.05, -3.55, -1.30], [0.76, -5.03, 2.70], [-0.10, -3.52, 3.10]]
}

---

{
  "formula": "C28H31N5O2RuSe",
  "method": "ωB97M-V/def2-TZVPD",
  "spin_multiplicity": 1,
  "max_force_ev_per_a": 2.4,
  "gap_ha": [0.264, 0.265],
  "charge": 2,
  "energy_ha": -4005.7022,
  "homo_ev": [-13.34, -13.34],
  "symbols": ["Ru", "C", "N", "C", "C", "C", "C", "C", "C", "C", "C", "H", "H", "H", "H", "H", "H", "H", "H", "H", "H", "H", "H", "C", "C", "N", "C", "C", "C", "C", "C", "C", "C", "C", "C", "N", "C", "H", "H", "H", "H", "H", "H", "H", "H", "C", "N", "C", "C", "N", "C", "C", "Se", "H", "H", "H", "H", "H", "H", "H", "H", "C", "O", "C", "O", "H", "H", "H"],
  "positions_angstrom": [[-0.24, -0.36, -0.49], [1.96, -0.44, 1.41], [0.61, -1.02, 1.32], [-0.16, -0.52, 2.49], [0.76, -2.52, 1.49], [-0.35, -3.34, 0.91], [-1.19, -4.11, 1.70], [-2.20, -4.88, 1.12], [-2.40, -4.85, -0.26], [-1.59, -4.05, -1.06], [-0.56, -3.32, -0.47], [2.43, -0.70, 2.36], [1.88, 0.64, 1.34], [2.57, -0.81, 0.58], [0.40, -0.72, 3.40], [-1.12, -1.04, 2.54], [-0.32, 0.55, 2.40], [0.84, -2.71, 2.56], [1.70, -2.79, 1.04], [-1.05, -4.13, 2.77], [-2.82, -5.50, 1.74], [-3.17, -5.46, -0.71], [-1.73, -4.03, -2.13], [-4.19, -1.51, 1.24], [-2.98, -1.53, 0.53], [-2.21, -0.46, 0.35], [-2.65, 0.70, 0.91], [-3.84, 0.82, 1.63], [-4.62, -0.34, 1.80], [-4.22, 2.10, 2.15], [-3.46, 3.19, 1.94], [-2.24, 3.08, 1.19], [-1.42, 4.19, 0.91], [-0.27, 4.00, 0.21], [0.09, 2.70, -0.19], [-0.65, 1.63, 0.05], [-1.82, 1.84, 0.72], [-4.76, -2.43, 1.33], [-2.66, -2.43, 0.05], [-5.55, -0.29, 2.35], [-5.14, 2.17, 2.72], [-3.76, 4.16, 2.32], [-1.72, 5.18, 1.25], [0.39, 4.82, -0.04], [1.01, 2.54, -0.71], [1.36, 3.07, -3.83], [2.43, 3.01, -2.83], [3.38, 3.99, -2.63], [4.21, 3.55, -1.67], [3.75, 2.30, -1.29], [4.42, 1.45, -0.31], [2.66, 1.97, -2.01], [1.71, 0.35, -2.10], [1.58, 3.89, -4.50], [0.40, 3.24, -3.34], [1.32, 2.14, -4.39], [3.38, 4.90, -3.20], [5.08, 4.00, -1.23], [5.43, 1.81, -0.18], [4.44, 0.42, -0.68], [3.90, 1.48, 0.64], [2.56, -2.98, -2.38], [1.64, -3.11, -1.26], [0.40, -2.67, -1.40], [0.01, -1.92, -2.29], [3.52, -2.72, -1.96], [2.23, -2.22, -3.07], [2.61, -3.95, -2.86]]
}

---

{
  "formula": "C28H31N7O2",
  "method": "ωB97M-V/def2-TZVPD",
  "spin_multiplicity": 1,
  "max_force_ev_per_a": 1.4,
  "gap_ha": 0.305,
  "charge": 0,
  "energy_ha": -1619.3499,
  "homo_ev": -8.18,
  "smiles": "CCC(C)(C)n1nnnc1[C@H](c1cc2ccc(C)cc2[nH]c1=O)N(Cc1cccnc1)Cc1ccco1",
  "symbols": ["C", "H", "H", "C", "H", "H", "C", "N", "C", "N", "N", "N", "C", "N", "C", "C", "C", "C", "C", "N", "C", "H", "H", "H", "H", "H", "H", "C", "C", "C", "C", "C", "O", "H", "H", "H", "H", "H", "C", "C", "C", "C", "C", "C", "C", "C", "N", "C", "O", "H", "H", "C", "H", "H", "H", "H", "H", "H", "H", "C", "H", "H", "H", "C", "H", "H", "H", "H"],
  "positions_angstrom": [[-0.65, -3.15, -1.34], [-0.89, -4.20, -1.18], [-0.05, -3.07, -2.24], [-1.92, -2.31, -1.50], [-2.50, -2.70, -2.34], [-1.63, -1.29, -1.76], [-2.83, -2.30, -0.26], [-2.07, -2.00, 0.94], [-1.26, -0.97, 1.29], [-0.82, -1.21, 2.50], [-1.36, -2.35, 2.89], [-2.10, -2.83, 1.99], [-0.86, 0.20, 0.45], [-1.04, 1.44, 1.19], [-1.34, 2.58, 0.32], [-2.75, 2.45, -0.18], [-3.82, 2.45, 0.71], [-5.11, 2.32, 0.22], [-5.28, 2.19, -1.15], [-4.27, 2.17, -2.01], [-3.04, 2.30, -1.53], [-2.25, 2.25, -2.27], [-6.27, 2.08, -1.59], [-5.96, 2.33, 0.88], [-3.64, 2.55, 1.77], [-1.25, 3.48, 0.92], [-0.65, 2.66, -0.53], [-0.11, 1.71, 2.26], [1.30, 2.07, 1.88], [2.48, 1.82, 2.52], [3.50, 2.39, 1.72], [2.87, 2.94, 0.65], [1.54, 2.76, 0.74], [3.23, 3.47, -0.20], [4.55, 2.38, 1.92], [2.60, 1.30, 3.45], [-0.07, 0.82, 2.90], [-0.54, 2.52, 2.86], [0.55, -0.01, -0.09], [1.56, -0.52, 0.65], [2.89, -0.57, 0.16], [3.97, -1.04, 0.92], [5.25, -1.01, 0.40], [5.50, -0.52, -0.88], [4.44, -0.05, -1.64], [3.14, -0.07, -1.14], [2.08, 0.38, -1.87], [0.78, 0.45, -1.45], [-0.09, 0.86, -2.21], [2.26, 0.71, -2.82], [4.61, 0.33, -2.64], [6.90, -0.49, -1.41], [6.93, -0.10, -2.42], [7.53, 0.12, -0.77], [7.32, -1.50, -1.41], [6.07, -1.37, 1.00], [3.78, -1.42, 1.91], [1.37, -0.88, 1.65], [-1.53, 0.27, -0.41], [-3.47, -3.68, -0.07], [-4.15, -3.66, 0.78], [-2.72, -4.43, 0.13], [-4.03, -3.96, -0.96], [-3.95, -1.26, -0.42], [-3.55, -0.27, -0.61], [-4.58, -1.53, -1.26], [-4.56, -1.23, 0.48], [-0.05, -2.81, -0.50]]
}